{
  "formula": "C50H83BrCl22FNO2P2S2",
  "method": "ωB97M-V with the def2-TZVPD basis set",
  "elements": ["C", "C", "O", "C", "C", "C", "C", "C", "F", "C", "C", "C", "C", "C", "N", "C", "C", "C", "C", "C", "C", "C", "C", "C", "C", "C", "C", "C", "P", "O", "Br", "C", "C", "P", "S", "C", "S", "H", "H", "H", "H", "H", "H", "H", "H", "H", "H", "H", "H", "H", "H", "H", "H", "H", "H", "H", "H", "H", "H", "H", "H", "H", "H", "H", "H", "H", "H", "H", "H", "H", "H", "H", "H", "H", "H", "H", "Cl", "C", "C", "Cl", "H", "H", "H", "H", "Cl", "C", "C", "Cl", "H", "H", "H", "H", "Cl", "C", "C", "Cl", "H", "H", "H", "H", "Cl", "C", "C", "Cl", "H", "H", "H", "H", "Cl", "C", "C", "Cl", "H", "H", "H", "H", "Cl", "C", "C", "Cl", "H", "H", "H", "H", "Cl", "C", "C", "Cl", "H", "H", "H", "H", "Cl", "C", "C", "Cl", "H", "H", "H", "H", "Cl", "C", "C", "Cl", "H", "H", "H", "H", "Cl", "C", "C", "Cl", "H", "H", "H", "H", "Cl", "C", "C", "Cl", "H", "H", "H", "H"],
  "coordinates": [[0.54, -2.59, -3.92], [1.08, -1.32, -3.24], [0.20, -0.71, -2.29], [0.15, -1.40, -1.09], [-1.06, -2.07, -0.83], [-2.24, -1.97, -1.79], [-3.21, -0.86, -1.23], [-2.57, 0.52, -1.45], [-2.28, 0.75, -2.80], [-1.17, -2.82, 0.33], [-0.08, -2.88, 1.19], [1.11, -2.20, 0.99], [1.22, -1.44, -0.19], [2.47, -0.64, -0.53], [2.24, -2.24, 1.85], [1.95, -2.39, 3.23], [2.84, -1.77, 4.16], [4.05, -0.95, 3.72], [3.56, 0.46, 3.24], [3.18, 1.42, 4.40], [3.48, 2.90, 3.96], [1.69, 1.34, 4.81], [0.69, 1.62, 3.66], [-0.69, 1.73, 4.31], [-1.62, 0.70, 4.29], [-1.95, -0.16, 5.51], [-2.42, 0.38, 3.00], [2.60, -1.91, 5.53], [3.73, -1.18, 6.79], [4.29, -2.54, 7.56], [2.47, -0.15, 8.34], [1.51, -2.64, 6.03], [0.64, -3.23, 5.14], [-0.80, -4.15, 5.84], [-1.28, -3.35, 7.56], [0.89, -3.10, 3.77], [-0.24, -3.91, 2.65], [-0.54, -2.68, -3.94], [1.02, -3.51, -3.53], [0.86, -2.54, -4.99], [1.23, -0.56, -4.02], [2.09, -1.55, -2.86], [-1.93, -1.63, -2.78], [-2.78, -2.93, -1.90], [-3.25, -1.00, -0.14], [-4.19, -0.92, -1.72], [-1.64, 0.63, -0.87], [-3.30, 1.30, -1.16], [-2.08, -3.37, 0.60], [3.28, -1.30, -0.87], [2.25, 0.01, -1.39], [2.78, -0.01, 0.32], [2.71, -1.34, 1.74], [4.52, -1.47, 2.86], [4.83, -0.88, 4.49], [2.64, 0.29, 2.65], [4.28, 0.91, 2.54], [3.84, 1.21, 5.25], [3.04, 3.05, 2.97], [2.92, 3.54, 4.67], [4.54, 3.14, 3.99], [1.40, 0.40, 5.29], [1.53, 2.13, 5.56], [0.63, 0.73, 3.01], [0.92, 2.53, 3.08], [-0.98, 2.66, 4.83], [-1.07, -0.40, 6.10], [-2.68, 0.38, 6.15], [-2.47, -1.08, 5.20], [-1.84, -0.21, 2.27], [-2.75, 1.34, 2.59], [-3.31, -0.19, 3.29], [5.19, -2.38, 7.85], [1.37, -2.74, 7.10], [-0.54, -5.53, 5.92], [-1.88, -3.88, 4.96], [-4.54, -5.01, -3.96], [-3.63, -6.47, -3.51], [-2.38, -6.13, -2.73], [-1.17, -5.30, -3.75], [-3.40, -7.02, -4.42], [-4.29, -7.08, -2.89], [-1.92, -7.04, -2.36], [-2.60, -5.48, -1.88], [1.16, 2.92, 12.12], [2.59, 1.89, 11.81], [3.86, 2.53, 12.31], [4.32, 3.96, 11.34], [2.63, 1.68, 10.75], [2.42, 0.95, 12.34], [4.69, 1.82, 12.23], [3.78, 2.83, 13.35], [0.85, -4.15, -7.22], [-0.25, -3.76, -8.58], [-0.71, -2.33, -8.54], [-1.80, -1.99, -7.17], [-1.09, -4.45, -8.53], [0.30, -3.96, -9.50], [-1.26, -2.10, -9.45], [0.14, -1.64, -8.47], [0.22, -4.21, -11.60], [0.79, -2.87, -12.64], [0.01, -1.60, -12.42], [-1.66, -1.74, -13.01], [0.74, -3.21, -13.68], [1.84, -2.71, -12.39], [0.48, -0.79, -12.97], [-0.02, -1.33, -11.37], [3.51, 1.86, 15.30], [4.72, 0.89, 16.18], [5.95, 1.69, 16.52], [6.89, 2.11, 15.07], [4.96, 0.02, 15.57], [4.24, 0.54, 17.10], [6.60, 1.11, 17.17], [5.69, 2.61, 17.03], [4.46, 2.27, 0.39], [5.77, 3.34, -0.20], [7.08, 3.07, 0.51], [7.03, 3.57, 2.22], [5.45, 4.37, -0.07], [5.88, 3.14, -1.26], [7.87, 3.64, 0.04], [7.34, 2.01, 0.47], [-6.26, 4.61, -4.15], [-4.89, 3.53, -4.51], [-3.57, 4.12, -4.08], [-3.11, 5.53, -5.08], [-4.89, 3.31, -5.57], [-5.07, 2.60, -3.97], [-2.77, 3.38, -4.18], [-3.60, 4.44, -3.04], [4.01, -4.03, 3.16], [5.35, -5.15, 2.80], [6.68, -4.58, 3.22], [7.17, -3.19, 2.22], [5.33, -5.37, 1.74], [5.15, -6.07, 3.35], [7.46, -5.34, 3.11], [6.67, -4.26, 4.26], [-5.20, 9.36, -9.22], [-4.29, 7.89, -8.77], [-3.03, 8.21, -8.01], [-1.81, 9.01, -9.03], [-4.08, 7.33, -9.68], [-4.96, 7.28, -8.15], [-2.58, 7.29, -7.64], [-3.24, 8.85, -7.16], [-7.70, 5.70, -8.10], [-8.79, 6.11, -9.45], [-9.20, 7.56, -9.43], [-10.29, 7.93, -8.06], [-9.65, 5.45, -9.41], [-8.24, 5.90, -10.37], [-9.75, 7.81, -10.34], [-8.34, 8.22, -9.36], [-8.36, -2.81, -6.15], [-7.04, -1.74, -6.70], [-5.74, -2.03, -5.99], [-5.80, -1.57, -4.27], [-7.36, -0.71, -6.54], [-6.92, -1.90, -7.77], [-4.94, -1.45, -6.45], [-5.48, -3.08, -6.05]],
  "mulliken_charge": [-0.74, -0.36, -0.62, -0.96, 1.36, -0.89, -0.46, -0.19, -0.35, -0.43, 1.37, -0.68, 1.22, -0.90, 0.13, -1.43, 1.34, -2.81, 0.88, 0.30, -1.60, -0.30, 0.98, -1.56, 0.87, -1.23, -0.95, 0.46, -0.02, -0.49, -0.20, -0.25, -0.07, 0.22, -0.38, 0.68, -0.69, 0.08, 0.36, 0.21, 0.46, 0.21, 0.16, 0.01, 0.22, 0.27, 0.07, 0.45, 0.49, 0.29, 0.51, -0.46, -0.25, 0.54, 0.77, -0.38, 0.39, 0.31, 0.30, 0.38, 0.31, -0.62, 0.67, -0.52, 0.33, 0.28, 0.23, 0.33, 0.37, 0.07, 0.36, 0.48, 0.35, 0.29, 0.14, 0.07, -0.12, -0.53, -0.43, -0.09, 0.32, 0.32, 0.42, 0.17, -0.20, -0.13, -0.23, -0.21, 0.04, 0.33, 0.29, 0.08, -0.21, -0.07, -0.51, -0.08, 0.43, -0.12, 0.22, 0.32, -0.19, -0.42, -0.29, -0.18, 0.38, 0.28, 0.34, 0.13, -0.19, -0.45, -0.44, -0.17, 0.31, 0.33, 0.31, 0.31, -0.03, -0.60, -0.50, -0.17, 0.33, 0.30, 0.38, 0.30, -0.20, -0.32, -0.34, -0.17, 0.36, 0.18, 0.14, 0.37, 0.18, -0.65, -0.43, -0.19, 0.32, 0.28, 0.38, 0.29, -0.20, -0.23, -0.32, -0.20, 0.32, 0.15, 0.13, 0.34, -0.16, -0.51, -0.24, -0.19, 0.37, 0.28, 0.29, 0.16, -0.20, -0.44, -0.27, -0.15, 0.31, 0.34, 0.14, 0.26],
  "orbital_gap_ha": 0.2442,
  "total_energy_ev": -447283.3294,
  "de_lowest_kcal_mol": 46.9,
  "lumo_energy_ev": 0.093,
  "smiles": "CCOc1c(CCCF)cc2c(c1C)Nc1c(CC[C@@H](C)CCC=C(C)C)c(P(O)Br)cc([PH2]=S)c1S2.ClCCCl.ClCCCl.ClCCCl.ClCCCl.ClCCCl.ClCCCl.ClCCCl.ClCCCl.ClCCCl.ClCCCl.ClCCCl"
}